Entry 1:
Molecular formula: C4H7BO
Method: DFT, the ωB97M-V functional and the def2-TZVPD basis

The geometry in XYZ format:
```
13
Properties=species:S:1:pos:R:3:nbo_charge:R:1
B 1.30 -0.13 0.11 1.054
C -0.13 -1.71 0.23 -0.455
C -1.27 -1.03 0.01 -0.255
C 0.22 1.02 0.30 -0.824
C -1.12 0.47 -0.16 -0.440
O 2.59 -0.23 -0.09 -0.906
H -0.05 -2.86 0.30 0.209
H -2.34 -1.30 -0.21 0.206
H 0.08 1.52 1.34 0.260
H 0.62 1.94 -0.32 0.222
H -1.17 0.73 -1.25 0.203
H -1.77 1.16 0.41 0.210
H 3.03 0.42 -0.66 0.518
```

Summary:
**Gap between HOMO and LUMO**: 9.08 eV
**LUMO level**: 0.32 eV
**Total energy**: -6983.5857 eV
**Largest force on an atom**: 5.25 eV/Å

---

Entry 2:
Molecular formula: CH3Cl2OP
Method: DFT, the ωB97M-V functional and the def2-TZVPD basis

The geometry in XYZ format:
```
8
Properties=species:S:1:pos:R:3:nbo_charge:R:1
C 0.49 -0.17 -0.35 -0.277
O -0.22 -1.21 0.05 -0.675
P 1.97 0.06 0.67 0.768
Cl 2.82 -1.54 -0.31 -0.345
Cl 2.79 1.62 -0.08 -0.184
H 0.69 -0.12 -1.39 0.209
H -0.40 1.25 -0.24 0.038
H -0.16 -1.18 1.04 0.468
```

Summary:
**Gap between HOMO and LUMO (alpha / beta)**: 5.89 / 6.08 eV
**Spin multiplicity**: 3
**LUMO level (alpha / beta)**: 0.42 / -3.66 eV
**Total energy**: -37460.8683 eV
**Largest force on an atom**: 5.56 eV/Å
**⟨S²⟩**: 2.00

---

Entry 3:
Molecular formula: CH3ClO2S
Method: DFT, the ωB97M-V functional and the def2-TZVPD basis

The geometry in XYZ format:
```
8
Properties=species:S:1:pos:R:3:nbo_charge:R:1
C -1.34 0.16 0.06 -0.617
O 1.84 0.19 0.80 -0.831
O 2.50 -0.87 -1.29 -0.811
S 2.74 -0.69 0.14 1.649
Cl -1.88 1.79 -0.15 -0.048
H -1.88 -0.36 -0.71 0.216
H -1.79 -0.22 0.94 0.204
H -0.19 0.00 0.21 0.237
```

Summary:
**Gap between HOMO and LUMO**: 8.85 eV
**LUMO level**: -1.54 eV
**Total energy**: -28537.3626 eV
**Largest force on an atom**: 2.93 eV/Å

---

Entry 4:
Molecular formula: C32H51GaGe2N5OPSe4Te
Method: DFT, the ωB97M-V functional and the def2-TZVPD basis

The geometry in XYZ format:
```
98
Properties=species:S:1:pos:R:3:nbo_charge:R:1
Ga -0.82 -1.11 0.75 0.967
Se -2.50 0.45 2.63 -0.040
Se -3.56 -1.24 3.66 0.021
Te -3.88 -2.99 1.86 0.318
Se -1.53 -3.46 1.22 -0.556
C 0.83 -2.10 -3.12 -0.411
N 2.09 -1.77 -2.46 -0.829
C 3.26 -1.91 -3.33 -0.413
P 2.23 -1.95 -0.84 2.507
O 0.91 -1.66 -0.16 -1.207
N 2.70 -3.45 -0.34 -0.828
C 4.03 -3.96 -0.68 -0.415
C 1.69 -4.52 -0.38 -0.426
N 3.50 -0.99 -0.42 -0.811
C 3.59 0.37 -1.00 -0.422
C 3.84 -0.97 1.01 -0.415
H 0.61 -1.36 -3.88 0.213
H 0.01 -2.11 -2.41 0.237
H 0.88 -3.09 -3.60 0.195
H 3.19 -1.19 -4.15 0.212
H 3.31 -2.91 -3.76 0.197
H 4.18 -1.72 -2.78 0.221
H 4.76 -3.14 -0.68 0.225
H 4.04 -4.44 -1.66 0.193
H 4.34 -4.69 0.07 0.210
H 0.69 -4.12 -0.24 0.227
H 1.89 -5.25 0.41 0.209
H 1.71 -5.05 -1.33 0.199
H 2.97 1.07 -0.44 0.211
H 3.27 0.37 -2.03 0.220
H 4.63 0.69 -0.96 0.209
H 3.80 -1.98 1.43 0.216
H 3.15 -0.33 1.57 0.194
H 4.85 -0.59 1.13 0.215
N 1.23 -2.30 2.53 -0.320
C 1.71 -2.44 3.77 0.011
C 1.24 -1.39 4.51 -0.326
C 0.45 -0.65 3.62 0.007
N 0.45 -1.22 2.42 -0.402
H 1.37 -2.90 1.72 0.448
H 2.35 -3.27 4.03 0.238
H 1.43 -1.18 5.55 0.253
H -0.09 0.26 3.78 0.250
C 2.80 5.43 4.04 -1.089
Ge 1.57 3.94 3.81 1.628
C -0.27 4.56 3.94 -1.100
C 1.90 2.57 5.15 -1.090
C 2.00 3.17 2.06 -1.029
Se 0.71 1.91 1.31 0.283
C -0.55 3.23 0.65 -0.781
H 2.63 5.93 4.99 0.240
H 2.65 6.17 3.24 0.235
H 3.83 5.09 4.01 0.234
H -0.42 5.00 4.92 0.244
H -0.98 3.74 3.82 0.233
H -0.49 5.33 3.19 0.234
H 1.58 2.91 6.14 0.241
H 2.97 2.33 5.20 0.234
H 1.36 1.65 4.92 0.218
H 2.94 2.62 2.16 0.237
H 2.15 3.94 1.31 0.238
H -0.94 3.82 1.47 0.226
H -1.36 2.68 0.17 0.234
H -0.08 3.85 -0.10 0.230
C -6.57 1.12 0.29 -0.182
C -6.39 -0.13 -0.28 -0.214
C -5.12 -0.54 -0.66 -0.197
C -4.01 0.28 -0.48 -0.472
C -4.21 1.54 0.09 -0.146
C -5.48 1.96 0.47 -0.242
Ge -2.26 -0.27 -1.13 1.061
C -2.55 -1.63 -2.50 -0.466
C -3.00 -2.92 -2.22 -0.219
C -3.29 -3.81 -3.25 -0.201
C -3.15 -3.42 -4.57 -0.201
C -2.71 -2.13 -4.87 -0.227
C -2.42 -1.24 -3.84 -0.158
C -1.43 1.25 -2.03 -0.475
C -2.21 2.25 -2.60 -0.216
C -1.62 3.32 -3.27 -0.198
C -0.24 3.38 -3.39 -0.209
C 0.55 2.38 -2.84 -0.236
C -0.04 1.32 -2.16 -0.145
H -7.56 1.45 0.58 0.221
H -7.24 -0.78 -0.43 0.220
H -5.00 -1.52 -1.12 0.221
H -3.38 2.22 0.23 0.194
H -5.62 2.95 0.91 0.220
H -3.09 -3.25 -1.19 0.216
H -3.63 -4.81 -3.01 0.218
H -3.38 -4.11 -5.37 0.221
H -2.59 -1.82 -5.90 0.220
H -2.07 -0.24 -4.08 0.212
H -3.29 2.21 -2.52 0.224
H -2.24 4.10 -3.70 0.222
H 0.22 4.21 -3.92 0.221
H 1.63 2.43 -2.94 0.210
H 0.59 0.56 -1.72 0.202
```

Summary:
**Gap between HOMO and LUMO (alpha / beta)**: 7.26 / 5.35 eV
**Charge**: +1
**Spin multiplicity**: 2
**LUMO level (alpha / beta)**: -2.54 / -4.47 eV
**Total energy**: -486883.6772 eV
**Largest force on an atom**: 0.76 eV/Å
**⟨S²⟩**: 0.76

---

Entry 5:
Molecular formula: C15H22N2O
Method: DFT, the ωB97M-V functional and the def2-TZVPD basis

The geometry in XYZ format:
```
40
Properties=species:S:1:pos:R:3:nbo_charge:R:1
C -4.97 -0.30 -0.04 -0.600
C -3.68 -0.35 0.77 -0.390
C -2.61 -1.20 0.08 -0.392
C -1.32 -1.26 0.90 -0.402
C -0.19 -2.01 0.19 -0.400
H 0.57 -2.28 0.92 0.210
H -0.58 -2.94 -0.23 0.206
C 0.47 -1.20 -0.93 -0.210
N 1.20 -0.07 -0.43 -0.380
C 2.45 -0.08 0.12 0.387
N 2.82 1.09 0.58 -0.494
C 1.78 1.94 0.34 0.072
C 1.63 3.29 0.61 -0.190
C 0.45 3.90 0.24 -0.232
C -0.57 3.18 -0.39 -0.218
C -0.44 1.84 -0.68 -0.263
C 0.74 1.22 -0.30 0.166
H -1.24 1.30 -1.17 0.210
H -1.48 3.70 -0.67 0.213
H 0.30 4.95 0.45 0.213
H 2.42 3.84 1.10 0.222
C 3.38 -1.25 0.16 0.057
O 4.19 -1.19 1.30 -0.704
H 4.42 -0.26 1.43 0.489
H 2.82 -2.19 0.23 0.184
C 4.23 -1.25 -1.13 -0.619
H 4.77 -0.31 -1.21 0.219
H 4.94 -2.07 -1.09 0.221
H 3.59 -1.37 -2.00 0.203
H 1.15 -1.85 -1.49 0.211
H -0.29 -0.83 -1.63 0.212
H -0.99 -0.25 1.13 0.209
H -1.53 -1.76 1.85 0.208
H -2.41 -0.79 -0.91 0.183
H -2.99 -2.22 -0.05 0.196
H -3.29 0.66 0.90 0.199
H -3.88 -0.76 1.76 0.196
H -5.38 -1.29 -0.17 0.200
H -5.71 0.32 0.46 0.210
H -4.78 0.13 -1.03 0.199
```

Summary:
**Gap between HOMO and LUMO**: 9.29 eV
**LUMO level**: 0.78 eV
**Total energy**: -20940.6838 eV
**SMILES string**: CCCCCCn1c([C@@H](C)O)nc2ccccc21
**Largest force on an atom**: 0.74 eV/Å

---

Entry 6:
Molecular formula: C70H194N16O22
Method: DFT, the ωB97M-V functional and the def2-TZVPD basis

The geometry in XYZ format:
```
302
Properties=species:S:1:pos:R:3:mulliken_charge:R:1
C 15.11 21.27 22.29 0.972
C 14.58 21.32 23.75 -0.537
O 15.10 22.48 24.37 -0.556
O 14.74 22.48 21.67 -0.833
H 14.71 20.41 21.75 -0.467
H 16.20 21.16 22.25 -0.181
H 14.80 20.40 24.28 0.260
H 13.50 21.40 23.73 0.521
H 14.77 22.43 25.27 0.301
H 14.91 23.18 22.30 0.307
C 12.72 17.54 22.30 -1.146
C 13.25 17.16 20.86 0.675
O 13.94 15.94 20.94 -0.750
O 13.79 17.74 23.17 -0.303
H 11.99 16.86 22.73 0.388
H 12.16 18.47 22.23 0.491
H 14.03 17.87 20.58 -0.238
H 12.46 17.24 20.12 0.269
H 14.59 16.12 21.62 0.266
H 13.38 18.32 23.82 0.214
C 17.02 18.94 17.84 0.983
C 18.30 18.14 17.72 0.453
O 18.99 18.46 16.48 2.272
O 17.26 20.28 18.26 0.768
H 16.41 18.46 18.60 -0.257
H 16.47 18.92 16.90 -0.608
H 18.01 17.10 17.59 0.030
H 18.98 18.35 18.54 -0.600
H 19.24 19.38 16.59 -1.571
H 16.43 20.70 18.48 -0.385
C 15.22 28.03 18.78 -1.424
C 15.67 26.51 18.86 0.450
C 15.63 25.76 17.52 -0.706
O 16.36 24.56 17.68 -0.012
C 16.47 23.76 16.54 0.100
N 17.12 26.45 19.24 -0.505
H 14.31 28.00 18.19 0.326
H 15.97 28.67 18.30 0.359
H 15.07 28.38 19.80 0.384
H 15.07 25.95 19.58 0.130
H 16.13 26.34 16.74 0.449
H 14.60 25.66 17.18 0.195
H 17.15 22.92 16.69 -0.498
H 16.87 24.37 15.73 0.817
H 15.46 23.39 16.32 -0.514
H 17.72 27.11 18.77 0.279
H 17.41 25.51 19.04 0.050
C 22.32 20.64 16.67 -1.352
C 21.19 20.87 17.60 2.818
C 21.30 22.06 18.59 -1.175
O 22.43 22.00 19.49 -0.303
C 22.32 22.95 20.52 -0.818
N 20.06 21.00 16.73 1.516
H 22.17 19.92 15.87 -0.002
H 23.20 20.34 17.24 0.341
H 22.58 21.54 16.12 0.206
H 21.13 19.98 18.24 -1.207
H 20.32 22.24 19.03 0.307
H 21.43 22.98 18.01 0.344
H 21.36 22.80 21.02 0.250
H 22.43 23.97 20.13 0.311
H 22.99 22.66 21.33 0.412
H 20.08 21.75 16.06 -1.062
H 19.23 21.15 17.29 -0.745
C 12.86 23.09 13.07 -1.494
C 12.68 23.38 14.56 2.532
C 11.90 24.67 14.82 -0.783
O 12.78 25.80 14.61 -0.331
C 12.30 27.08 15.01 -0.826
N 11.97 22.24 15.09 -0.574
H 12.01 23.19 12.40 0.312
H 13.35 22.12 13.04 0.322
H 13.62 23.79 12.72 0.417
H 13.62 23.49 15.09 -1.307
H 11.48 24.64 15.83 0.201
H 11.01 24.65 14.20 0.477
H 12.92 27.89 14.61 0.276
H 12.20 27.15 16.09 0.250
H 11.30 27.25 14.60 0.351
H 12.65 21.51 15.23 -0.427
H 11.67 22.50 16.02 0.361
C 9.52 17.29 16.11 -1.691
C 10.63 18.33 16.40 1.027
C 11.78 18.28 15.43 -0.682
O 12.77 19.21 15.83 0.539
C 14.03 19.01 15.15 -0.952
N 9.98 19.56 16.54 -0.533
H 8.98 17.67 15.25 0.484
H 8.76 17.27 16.89 0.349
H 9.96 16.31 15.94 0.249
H 10.99 18.08 17.40 -0.262
H 11.38 18.56 14.45 0.371
H 12.11 17.24 15.41 0.046
H 13.89 18.97 14.07 0.688
H 14.64 18.20 15.55 0.064
H 14.42 20.03 15.20 0.204
H 10.59 20.36 16.39 0.082
H 9.63 19.71 17.47 0.366
C 17.96 23.85 20.99 -0.355
C 17.81 24.73 22.17 0.876
C 18.87 24.55 23.28 -0.257
O 20.19 24.92 22.79 -0.390
C 21.27 24.84 23.69 -0.838
N 17.82 26.16 21.90 -0.885
H 18.97 23.98 20.61 0.533
H 17.24 23.97 20.18 -0.518
H 17.80 22.83 21.33 0.087
H 16.84 24.53 22.63 0.047
H 18.92 23.51 23.60 -0.319
H 18.63 25.15 24.16 0.602
H 21.17 23.87 24.18 0.253
H 21.15 25.67 24.39 0.352
H 22.24 24.87 23.21 0.238
H 18.79 26.42 21.81 0.375
H 17.47 26.26 20.96 0.308
C 22.49 19.89 12.97 -1.628
C 21.32 20.78 13.13 1.645
C 21.57 22.28 13.34 -1.195
O 20.47 22.78 14.01 0.387
C 20.59 24.03 14.61 -0.804
N 20.36 20.58 12.13 0.050
H 22.13 18.88 13.19 0.112
H 23.36 20.25 13.52 0.428
H 22.91 19.82 11.97 0.415
H 20.83 20.46 14.05 -0.881
H 21.65 22.83 12.41 0.225
H 22.52 22.45 13.85 0.728
H 19.81 24.15 15.37 -0.011
H 20.57 24.89 13.95 0.236
H 21.50 24.01 15.21 0.365
H 19.64 21.25 12.35 -0.309
H 20.79 20.94 11.29 0.377
C 18.23 22.32 26.30 -1.427
C 17.85 20.84 25.88 0.867
C 18.45 20.37 24.55 0.730
O 19.81 20.15 24.53 -0.534
C 20.29 19.67 23.32 -0.707
N 18.05 19.88 26.95 -0.725
H 19.30 22.52 26.26 0.237
H 17.82 22.60 27.27 0.484
H 17.64 23.08 25.79 0.175
H 16.76 20.83 25.81 -0.139
H 18.18 21.15 23.85 -0.405
H 17.84 19.51 24.25 -0.056
H 20.31 18.58 23.37 0.417
H 21.34 19.93 23.23 0.323
H 19.76 20.07 22.46 0.260
H 17.59 20.12 27.82 0.253
H 19.04 19.88 27.15 0.282
C 17.08 22.67 9.77 -1.859
C 17.23 22.74 11.24 0.744
C 17.00 21.41 11.92 -0.890
O 17.30 21.54 13.32 0.119
C 17.28 20.35 14.05 0.626
N 18.59 23.20 11.55 -0.392
H 17.46 23.56 9.27 0.396
H 16.05 22.56 9.42 0.374
H 17.64 21.80 9.42 0.369
H 16.64 23.53 11.71 0.435
H 17.57 20.65 11.39 -0.126
H 15.93 21.26 11.78 0.845
H 16.41 19.71 13.88 -0.059
H 17.07 20.63 15.08 -0.506
H 18.21 19.79 14.03 -0.227
H 18.57 24.20 11.69 0.361
H 18.80 22.78 12.45 -0.552
C 18.72 11.55 19.07 -1.641
C 17.58 12.07 18.16 0.348
C 16.19 11.99 18.79 1.169
O 15.73 10.65 19.04 -0.478
C 14.45 10.61 19.66 -0.522
N 17.89 13.44 17.71 0.375
H 18.74 12.14 19.99 0.225
H 19.65 11.55 18.49 0.324
H 18.46 10.55 19.41 0.512
H 17.64 11.42 17.29 0.365
H 15.47 12.53 18.19 -0.550
H 16.18 12.46 19.78 -0.290
H 14.21 9.56 19.76 0.281
H 13.67 11.06 19.06 0.073
H 14.47 11.06 20.66 0.274
H 17.45 13.66 16.83 -0.129
H 18.87 13.52 17.51 -0.149
C 17.72 16.78 20.67 0.717
C 18.12 15.68 21.67 0.086
C 16.89 14.94 22.35 -0.963
O 16.05 15.89 22.97 -0.287
C 16.46 16.37 24.20 -0.757
N 18.99 14.83 20.91 -0.162
H 17.25 17.57 21.26 0.527
H 17.17 16.39 19.82 -0.206
H 18.69 17.14 20.33 -0.745
H 18.73 16.19 22.42 0.262
H 17.21 14.23 23.12 0.634
H 16.26 14.43 21.62 -0.097
H 16.54 15.59 24.96 0.313
H 15.84 17.15 24.66 0.250
H 17.43 16.87 24.16 0.193
H 18.66 14.54 20.00 -0.168
H 19.26 14.03 21.47 0.331
C 22.20 14.39 14.49 -1.731
C 21.07 15.04 15.35 0.277
C 21.30 15.07 16.91 -0.114
O 21.20 13.77 17.40 -0.439
C 21.53 13.74 18.83 -0.579
N 20.81 16.38 14.86 0.288
H 21.87 14.24 13.47 0.182
H 22.32 13.41 14.96 0.482
H 23.10 14.99 14.64 0.425
H 20.23 14.37 15.15 -0.253
H 20.64 15.77 17.43 -0.262
H 22.31 15.43 17.11 0.708
H 21.07 12.82 19.22 0.200
H 21.08 14.54 19.42 0.094
H 22.60 13.72 19.03 0.380
H 21.62 16.97 15.01 0.234
H 20.02 16.84 15.29 -0.340
C 13.39 20.22 18.53 -0.830
C 13.91 21.60 18.26 2.626
C 12.92 22.72 18.65 -1.232
O 11.81 22.69 17.82 0.228
C 10.72 23.44 18.38 -1.179
N 15.17 21.83 18.93 0.437
H 13.37 20.05 19.60 0.312
H 13.96 19.42 18.07 -0.355
H 12.37 20.10 18.17 0.019
H 13.91 21.73 17.18 -1.071
H 13.36 23.71 18.62 0.519
H 12.55 22.48 19.65 0.363
H 10.41 23.11 19.37 0.334
H 9.82 23.18 17.82 0.318
H 10.84 24.52 18.35 0.341
H 14.83 22.10 19.85 -0.581
H 15.52 22.70 18.54 -0.748
C 16.89 15.31 14.98 0.509
C 15.88 14.29 14.48 0.934
C 16.28 13.70 13.12 -0.826
O 15.28 12.69 12.78 -0.379
C 15.56 12.17 11.49 -0.909
N 15.87 13.25 15.50 -0.425
H 16.58 15.56 15.99 0.321
H 16.90 16.25 14.42 -0.640
H 17.94 15.02 14.94 -0.329
H 14.89 14.70 14.33 -0.012
H 17.22 13.16 13.18 0.410
H 16.30 14.54 12.42 0.279
H 15.82 12.77 10.61 0.295
H 14.72 11.51 11.27 0.318
H 16.39 11.46 11.55 0.362
H 15.42 13.59 16.33 -0.626
H 15.22 12.64 15.03 0.463
C 13.79 15.66 17.74 -0.014
C 12.36 15.06 17.93 1.030
C 11.94 13.99 16.94 -1.765
O 12.75 12.76 17.02 -0.012
C 12.38 11.72 16.19 -1.001
N 12.40 14.43 19.24 -0.729
H 13.83 16.63 18.24 -0.583
H 13.99 15.87 16.69 0.093
H 14.64 15.09 18.12 0.101
H 11.71 15.93 17.85 0.358
H 12.04 14.43 15.95 0.501
H 10.86 13.82 17.00 0.515
H 13.12 10.94 16.37 0.297
H 12.46 12.08 15.16 0.347
H 11.43 11.21 16.36 0.242
H 12.76 13.51 19.03 0.428
H 13.10 14.88 19.82 0.423
C 25.27 18.95 21.70 -1.400
C 25.05 18.49 20.25 0.172
C 23.53 18.65 19.80 0.479
O 22.70 17.93 20.74 -0.533
C 21.26 18.14 20.59 0.867
N 26.08 19.20 19.42 -0.749
H 26.28 18.62 21.94 0.432
H 24.67 18.36 22.39 0.322
H 25.15 20.02 21.91 0.255
H 25.35 17.46 20.05 0.435
H 23.31 18.40 18.76 0.154
H 23.33 19.72 19.86 -0.360
H 20.81 17.69 21.47 -0.059
H 20.85 17.63 19.72 -0.452
H 21.08 19.22 20.55 -0.165
H 26.01 18.91 18.46 0.280
H 25.95 20.20 19.42 0.233
C 19.38 15.18 11.80 -1.213
C 19.44 16.65 11.35 -0.034
C 18.13 17.43 11.72 2.552
O 17.15 17.14 10.81 -0.563
C 15.81 17.47 11.17 -0.158
N 20.60 17.17 11.99 -0.540
H 20.22 14.52 11.56 0.418
H 18.54 14.70 11.29 0.440
H 19.15 15.06 12.85 -0.037
H 19.65 16.77 10.29 0.480
H 18.28 18.51 11.75 -0.695
H 17.79 17.07 12.69 -1.168
H 15.62 17.17 12.20 -0.119
H 15.15 16.92 10.50 0.336
H 15.71 18.55 11.07 0.118
H 20.62 18.18 11.93 0.283
H 20.59 16.92 12.97 0.331
```

Summary:
**Gap between HOMO and LUMO**: 8.05 eV
**LUMO level**: -0.01 eV
**Total energy**: -144610.1354 eV
**Largest force on an atom**: 2.97 eV/Å